(1)
C23H39BrNO9P | ωB97M-V/def2-TZVPD

Properties
M = 584.4 g mol⁻¹
HOMO level = -4.7116 eV
ΔE to the lowest compared entry with this formula, charge and spin = 0.0 kJ/mol
lowest unoccupied orbital energy = -1.834 eV
frontier orbital gap = 2.88 eV
spin multiplicity = 1

Geometry (Å):
C -0.370 -3.930 0.941
C -0.338 -3.623 -0.550
C -0.566 -2.082 -0.758
C -1.919 -1.798 -1.390
O -2.379 -0.407 -1.386
C -1.507 0.460 -0.875
C -0.407 0.832 -1.617
C -0.202 0.253 -3.004
C -0.869 1.247 -4.009
C -0.778 0.731 -5.465
C 0.504 1.736 -1.078
C 1.703 2.122 -1.919
P 3.211 1.122 -1.633
O 4.112 1.742 -0.666
O 2.828 -0.395 -1.318
O 4.024 1.106 -3.042
C 0.225 2.261 0.207
C 1.229 3.252 0.819
O 1.759 2.702 2.017
C 2.137 1.334 1.882
C -0.921 1.896 0.880
C -1.211 2.580 2.216
C -1.074 1.761 3.511
O -2.067 1.478 4.123
O 0.163 1.376 4.057
C 0.669 2.489 4.722
C 2.120 2.528 5.155
O -0.034 3.452 4.927
N -1.763 0.984 0.336
C -3.021 0.574 1.011
C -3.133 -0.926 1.402
C -4.432 -1.492 0.753
Br -3.408 -1.196 3.337
H -1.380 -3.784 1.381
H 0.312 -3.283 1.508
H -0.055 -4.962 1.120
H -1.194 -4.113 -1.047
H 0.605 -3.945 -0.999
H -0.372 -1.604 0.213
H 0.254 -1.763 -1.420
H -2.671 -2.451 -0.927
H -1.880 -2.133 -2.437
H 0.852 0.195 -3.281
H -0.714 -0.697 -3.147
H -1.923 1.377 -3.728
H -0.402 2.239 -3.947
H -1.646 0.104 -5.711
H -0.771 1.542 -6.201
H 0.125 0.114 -5.566
H 1.488 2.074 -2.991
H 1.991 3.163 -1.744
H 3.622 -0.903 -1.082
H 3.485 0.731 -3.754
H 2.076 3.465 0.158
H 0.684 4.187 0.998
H 2.575 1.083 0.913
H 1.336 0.617 2.094
H 2.920 1.153 2.627
H -2.266 2.876 2.186
H -0.648 3.506 2.354
H 2.782 1.878 4.579
H 2.448 3.558 4.990
H 2.220 2.302 6.221
H -3.830 0.791 0.303
H -3.249 1.171 1.896
H -2.266 -1.538 1.155
H -5.259 -1.027 1.307
H -4.482 -2.560 0.992
H -4.484 -1.277 -0.316
C 3.058 -5.253 -0.435
O 1.962 -5.267 0.338
H 3.908 -4.599 -0.094
H 3.579 -6.232 -0.589
H 2.920 -4.903 -1.502

Here are the Mulliken charges for atoms 1 to 8, given in e: atom 1 (C): -1.31, atom 2 (C): -0.48, atom 3 (C): 1.07, atom 4 (C): -1.69, atom 5 (O): -0.45, atom 6 (C): -0.08, atom 7 (C): 0.77, atom 8 (C): -1.73

***

(2)
C5H6Br6O3 | ωB97M-V/def2-TZVPD

Properties
M = 593.5 g mol⁻¹
HOMO level = -10.5478 eV
ΔE to the lowest compared entry with this formula, charge and spin = 0.0 kJ/mol
lowest unoccupied orbital energy = -0.430 eV
frontier orbital gap = 10.12 eV
spin multiplicity = 1

Geometry (Å):
C 1.881 -4.617 -3.435
Br 0.721 -3.176 -2.773
Br 2.440 -4.211 -5.259
Br 1.161 -6.385 -3.282
H 2.748 -4.553 -2.792
C 0.981 -0.838 -0.011
Br 1.108 -1.572 1.779
Br 2.194 0.678 -0.161
Br -0.854 -0.471 -0.654
H 1.319 -1.577 -0.681
C -1.467 2.092 2.538
C -0.535 3.114 1.935
O -1.131 3.447 0.655
C -2.285 2.750 0.531
O -3.089 2.921 -0.313
O -2.420 1.839 1.528
H -1.880 2.541 3.491
H -0.893 1.223 2.730
H 0.484 2.711 1.795
H -0.483 4.086 2.381

Here are the Mulliken charges for atoms 1 to 8, given in e: atom 1 (C): -0.35, atom 2 (Br): 0.03, atom 3 (Br): -0.01, atom 4 (Br): 0.01, atom 5 (H): 0.33, atom 6 (C): 0.07, atom 7 (Br): -0.02, atom 8 (Br): -0.02

***

(3)
C10H14AuBF4N8O2Se | ωB97M-V/def2-TZVPD

Properties
M = 641.0 g mol⁻¹
HOMO level (alpha / beta) = -14.9906 / -14.9906 eV
ΔE to the lowest compared entry with this formula, charge and spin = 135.5 kJ/mol
lowest unoccupied orbital energy (alpha / beta) = -9.170 / -9.172 eV
frontier orbital gap (alpha / beta) = 5.82 / 5.82 eV
spin multiplicity = 1
net charge = +2

Geometry (Å):
Au 2.221 -3.497 1.949
N 2.696 -1.692 4.096
N 3.661 -0.927 3.453
C 3.661 -0.749 2.129
N 4.478 0.156 1.630
N 2.876 -1.568 1.351
N 2.197 -1.010 0.309
O 1.302 -1.670 -0.182
O 2.467 0.143 -0.071
H 1.925 -1.087 4.372
H 3.115 -2.137 4.900
H 4.298 -0.378 4.010
H 4.971 0.795 2.233
H 4.458 0.352 0.646
F -1.149 0.476 2.081
B -0.077 0.886 3.031
F 1.064 0.155 2.579
F 0.131 2.230 2.771
F -0.394 0.563 4.306
C -1.895 -0.903 -1.856
N -1.878 0.558 -1.982
C -1.179 1.422 -1.193
Se -0.100 1.028 0.220
N -1.466 2.683 -1.625
C -2.324 2.637 -2.664
C -2.914 3.647 -3.445
C -3.753 3.217 -4.431
C -4.020 1.832 -4.666
C -3.453 0.840 -3.922
C -2.586 1.262 -2.895
H -1.143 -1.200 -1.132
H -1.659 -1.334 -2.827
H -2.885 -1.214 -1.528
H -1.082 3.516 -1.194
H -2.717 4.695 -3.271
H -4.241 3.944 -5.066
H -4.701 1.573 -5.466
H -3.661 -0.205 -4.103
N 1.233 -6.391 2.490
C 1.604 -5.324 2.283
H 0.925 -7.327 2.681

Here are the Mulliken charges for atoms 1 to 8, given in e: atom 1 (Au): 0.53, atom 2 (N): -0.49, atom 3 (N): -0.14, atom 4 (C): 0.98, atom 5 (N): -0.39, atom 6 (N): -0.77, atom 7 (N): 1.55, atom 8 (O): -0.70

***

(4)
CH6BN2O2Sr | ωB97M-V/def2-TZVPD

Properties
M = 176.5 g mol⁻¹
HOMO level = -10.2476 eV
lowest unoccupied orbital energy = -6.601 eV
frontier orbital gap = 3.65 eV
spin multiplicity = 1
net charge = +1

Geometry (Å):
N 1.985 -0.618 0.356
B 0.994 0.292 -0.342
C -0.436 0.371 0.398
O -1.083 -0.803 0.846
N -1.564 -1.566 -0.275
O -2.484 -1.056 -0.769
H 2.482 -1.166 -0.325
H 1.576 -1.267 1.011
H 0.764 -0.087 -1.490
H 1.340 1.499 -0.418
H -1.086 0.886 -0.354
H -0.406 1.028 1.296
Sr -2.082 2.486 0.063

Here are the Mulliken charges for atoms 1 to 8, given in e: atom 1 (N): -0.61, atom 2 (B): 0.44, atom 3 (C): -1.00, atom 4 (O): -0.22, atom 5 (N): 0.36, atom 6 (O): -0.27, atom 7 (H): 0.23, atom 8 (H): 0.23

***

(5)
C22H37ClN2O5P | ωB97M-V/def2-TZVPD

Properties
M = 476.0 g mol⁻¹
HOMO level = -11.2491 eV
lowest unoccupied orbital energy = -7.619 eV
frontier orbital gap = 3.63 eV
spin multiplicity = 1
net charge = +1

Geometry (Å):
C -3.399 1.145 -4.525
C -3.468 0.543 -3.008
C -4.977 0.347 -2.483
O -5.105 0.181 -1.049
C -4.394 -1.026 -0.588
P -2.992 -0.414 0.544
Cl -1.416 0.467 1.767
C -3.956 -0.715 2.148
C -4.538 0.672 2.758
O -5.106 1.538 2.067
O -4.331 0.890 4.174
C -3.866 2.228 4.414
C -2.314 2.637 4.535
O -4.748 3.114 4.579
C -1.756 -1.722 -0.039
C -1.020 -2.564 1.024
C 0.063 -3.655 0.741
C 0.323 -3.816 -0.809
C -0.520 -2.907 -1.724
N -1.479 -1.909 -1.421
H -2.559 1.921 -4.568
H -3.072 0.293 -5.235
H -4.413 1.528 -4.880
H -3.022 -0.521 -3.096
H -2.820 1.191 -2.330
H -5.552 -0.485 -3.016
H -5.532 1.331 -2.744
H -5.205 -1.644 -0.037
H -4.069 -1.662 -1.478
H -3.054 0.864 -0.138
H -3.180 -1.068 2.932
H -4.742 -1.538 2.099
H -1.807 2.756 3.514
H -1.741 1.873 5.190
H -2.288 3.620 5.133
H -1.282 -2.365 2.126
H 0.617 -4.242 1.541
H 1.086 -4.584 -1.197
H -0.335 -3.070 -2.853
C 5.854 0.996 -0.603
C 4.767 -0.039 -1.006
C 3.714 0.631 -1.924
C 2.763 1.566 -1.182
C 2.125 0.865 0.012
C 3.161 0.210 0.959
N 4.155 -0.629 0.225
O 3.555 -1.747 -0.122
C 3.889 1.311 1.771
C 2.396 -0.590 2.050
C 5.548 -1.087 -1.845
H 5.468 2.014 -0.532
H 6.324 0.735 0.349
H 6.660 1.042 -1.339
H 3.116 -0.142 -2.425
H 4.217 1.188 -2.721
H 3.287 2.470 -0.858
H 1.979 1.902 -1.868
H 1.513 1.584 0.564
H 1.430 0.103 -0.365
H 4.690 0.883 2.381
H 3.197 1.811 2.452
H 4.313 2.102 1.158
H 1.729 -1.347 1.629
H 1.767 0.072 2.649
H 3.093 -1.088 2.732
H 6.305 -1.593 -1.239
H 6.061 -0.606 -2.682
H 4.896 -1.846 -2.286

Here are the Mulliken charges for atoms 1 to 8, given in e: atom 1 (C): -0.99, atom 2 (C): 0.30, atom 3 (C): -0.61, atom 4 (O): -0.36, atom 5 (C): -1.02, atom 6 (P): 0.67, atom 7 (Cl): -0.32, atom 8 (C): -0.86

***

(6)
C25H39AlBBr3CaClCsF9KN3O4 | ωB97M-V/def2-TZVPD

Properties
M = 1141.6 g mol⁻¹
HOMO level = -4.7075 eV
lowest unoccupied orbital energy = -3.398 eV
frontier orbital gap = 1.31 eV
spin multiplicity = 1
net charge = -1

Geometry (Å):
C -3.167 -3.894 2.504
C -4.268 -3.034 1.661
C -3.920 -3.321 0.071
C -3.301 -1.909 -0.517
C -1.712 -1.761 -0.335
C -1.227 -0.408 -1.117
C -1.786 0.953 -0.470
C -0.983 1.504 0.810
C -1.310 0.573 2.103
N -1.228 -0.167 3.054
B -1.694 2.968 1.180
O -2.025 3.346 2.561
N -2.059 3.916 0.076
C -1.616 5.345 0.345
C -3.583 3.970 0.135
C 0.592 1.768 0.591
C 0.945 3.094 1.469
N 1.350 4.067 2.078
C 1.003 2.162 -0.936
C 2.165 3.358 -0.994
O 2.710 3.309 -2.385
C 1.579 0.610 1.169
F 1.753 0.685 2.595
F 2.951 0.782 0.634
F 1.206 -0.722 0.836
H -2.979 -4.915 2.016
H -3.533 -4.062 3.575
H -2.150 -3.353 2.560
H -5.342 -3.314 1.948
H -4.106 -1.937 1.958
H -4.943 -3.551 -0.486
H -3.168 -4.192 -0.081
H -3.929 -1.053 -0.016
H -3.510 -1.803 -1.678
H -1.237 -2.648 -0.919
H -1.339 -1.814 0.745
H -0.088 -0.409 -1.327
H -1.722 -0.493 -2.169
H -2.893 0.829 -0.135
H -1.833 1.730 -1.334
H -2.811 2.777 2.772
H -1.264 5.551 1.411
H -0.781 5.609 -0.401
H -2.512 6.021 0.056
H -3.989 2.913 0.417
H -3.933 4.663 1.001
H -4.031 4.270 -0.874
H 0.125 2.567 -1.572
H 1.518 1.237 -1.432
H 1.712 4.427 -0.874
H 3.054 3.151 -0.303
H 3.202 2.450 -2.477
Cs -5.644 -2.748 -1.603
C 0.149 -5.633 5.003
C -0.353 -6.657 3.958
O -1.570 -7.014 4.322
H 0.193 -6.065 6.007
H 1.162 -5.305 4.741
H -0.486 -4.742 5.038
H 0.432 -7.433 3.915
H -0.223 -6.160 2.978
F -4.161 -6.287 7.350
Al -3.541 -7.951 7.475
F -1.765 -7.916 7.573
F -4.039 -8.878 6.040
F -4.201 -8.721 8.936
K 0.163 4.085 -2.519
Cl -1.952 7.787 1.159
C 6.539 0.582 2.001
Br 7.428 -0.062 0.399
Br 7.292 -0.201 3.608
Br 6.515 2.520 2.081
H 5.502 0.252 1.943
F 0.772 2.057 -6.446
C 2.004 2.189 -6.983
C 2.339 1.454 -8.108
C 3.609 1.596 -8.663
C 4.529 2.462 -8.079
C 4.182 3.192 -6.946
C 2.911 3.059 -6.399
H 1.612 0.778 -8.544
H 3.880 1.030 -9.549
H 5.520 2.569 -8.509
H 4.901 3.863 -6.490
H 2.621 3.625 -5.522
Ca 2.910 0.111 -1.663
F 8.676 3.849 2.357
O 5.746 1.285 -5.461
H 6.457 1.581 -4.898

Here are the Mulliken charges for atoms 1 to 8, given in e: atom 1 (C): -1.06, atom 2 (C): 0.22, atom 3 (C): -1.10, atom 4 (C): -1.80, atom 5 (C): -0.75, atom 6 (C): 0.16, atom 7 (C): -0.67, atom 8 (C): 1.63

***

(7)
C4H3ClO | ωB97M-V/def2-TZVPD

Properties
M = 102.5 g mol⁻¹
HOMO level = -8.4551 eV
ΔE to the lowest compared entry with this formula, charge and spin = 130.1 kJ/mol
lowest unoccupied orbital energy = 0.675 eV
SMILES = O=C=C/C=C/Cl
frontier orbital gap = 9.13 eV
spin multiplicity = 1

Geometry (Å):
O 3.043 -0.110 -0.496
C 2.214 0.478 0.071
C 1.194 1.174 0.524
C -0.155 0.674 0.289
C -1.410 1.137 0.385
Cl -2.609 0.047 -0.155
H 1.406 1.977 1.258
H 0.144 -0.292 -0.272
H -1.668 2.124 0.880

Here are the Mulliken charges for atoms 1 to 8, given in e: atom 1 (O): -0.35, atom 2 (C): 0.61, atom 3 (C): -0.59, atom 4 (C): -0.08, atom 5 (C): -0.19, atom 6 (Cl): -0.18, atom 7 (H): 0.29, atom 8 (H): 0.16

***

(8)
C31H51N3 | ωB97M-V/def2-TZVPD

Properties
M = 465.8 g mol⁻¹
HOMO level = -8.1557 eV
ΔE to the lowest compared entry with this formula, charge and spin = 0.8 kJ/mol
lowest unoccupied orbital energy = 0.830 eV
SMILES = CNC[C@H](CC1CCCCC1)NC[C@H](Cc1ccccc1)NCC[C@]12C[C@H]3C[C@H](C[C@H](C3)C1)C2
frontier orbital gap = 8.99 eV
spin multiplicity = 1

Geometry (Å):
C 6.933 0.777 -1.011
N 5.718 0.140 -0.549
C 5.473 0.349 0.867
C 4.119 -0.260 1.284
C 4.137 -1.795 1.232
C 2.895 -2.391 1.904
C 2.563 -3.774 1.343
C 1.288 -4.320 1.979
C 1.437 -4.400 3.495
C 1.787 -3.029 4.065
C 3.062 -2.493 3.420
N 3.018 0.203 0.462
C 2.524 1.534 0.749
C 1.193 1.782 0.017
C 0.860 3.284 0.006
C -0.404 3.550 -0.760
C -0.436 3.385 -2.141
C -1.608 3.575 -2.850
C -2.770 3.939 -2.189
C -2.749 4.115 -0.817
C -1.575 3.919 -0.109
N 0.136 1.036 0.685
C -0.101 -0.294 0.156
C -0.862 -0.340 -1.184
C -2.389 -0.522 -1.099
C -2.744 -1.944 -0.652
C -4.261 -2.130 -0.631
C -4.887 -1.128 0.338
C -4.553 0.290 -0.119
C -5.117 0.524 -1.519
C -4.491 -0.482 -2.484
C -4.826 -1.902 -2.032
C -2.976 -0.293 -2.499
C -3.036 0.478 -0.138
H 7.833 0.455 -0.466
H 7.068 0.559 -2.069
H 6.830 1.857 -0.889
H 5.772 -0.858 -0.733
H 5.443 1.431 1.033
H 6.275 -0.062 1.506
H 3.921 0.050 2.316
H 4.152 -2.103 0.184
H 5.042 -2.173 1.713
H 2.058 -1.722 1.689
H 2.431 -3.711 0.260
H 3.392 -4.459 1.541
H 1.063 -5.310 1.575
H 0.455 -3.659 1.731
H 0.510 -4.765 3.943
H 2.230 -5.108 3.744
H 1.917 -3.098 5.147
H 0.967 -2.334 3.868
H 3.894 -3.165 3.650
H 3.299 -1.513 3.837
H 3.304 0.145 -0.512
H 2.337 1.599 1.823
H 3.241 2.327 0.472
H 1.320 1.450 -1.027
H 0.756 3.627 1.036
H 1.690 3.823 -0.457
H 0.468 3.108 -2.664
H -1.617 3.439 -3.922
H -3.686 4.086 -2.743
H -3.651 4.400 -0.294
H -1.568 4.054 0.964
H -0.727 1.567 0.670
H 0.881 -0.755 0.038
H -0.645 -0.855 0.919
H -0.661 0.591 -1.722
H -0.464 -1.156 -1.792
H -2.295 -2.668 -1.336
H -2.341 -2.136 0.345
H -4.496 -3.150 -0.304
H -5.971 -1.266 0.368
H -4.501 -1.295 1.346
H -4.996 1.012 0.577
H -4.888 1.541 -1.844
H -6.203 0.408 -1.510
H -4.887 -0.316 -3.493
H -4.395 -2.625 -2.729
H -5.909 -2.047 -2.026
H -2.523 -0.992 -3.206
H -2.737 0.721 -2.831
H -2.802 1.496 -0.459
H -2.647 0.336 0.872

Here are the Mulliken charges for atoms 1 to 8, given in e: atom 1 (C): -0.97, atom 2 (N): -0.18, atom 3 (C): -1.46, atom 4 (C): -0.36, atom 5 (C): -1.67, atom 6 (C): 1.51, atom 7 (C): -1.11, atom 8 (C): -0.37